[1]
Molecular formula: C16H30Cl12N2
Method: DFT, wB97M-V/def2-TZVPD

- E_tot (hartree) = -6259.4016
- energy above the lowest of the compared OMol25 structures with the same formula, charge and spin (eV) = 2.278

```
! RIJCOSX wB97M-V def2-TZVPD def2/J DEFGRID3
* xyz 0 1
Cl 2.28995 3.32983 -5.11850
C 0.89661 2.52924 -4.33800
C 0.31520 1.46405 -5.26943
Cl -1.22343 0.79702 -4.57424
H 0.13237 3.27236 -4.11040
H 1.33358 2.14981 -3.41432
H 0.97570 0.59701 -5.27868
H 0.02517 1.76702 -6.27550
Cl -7.93532 1.59108 -2.16993
C -6.44575 1.66866 -1.10958
C -5.70531 2.94880 -1.01006
Cl -5.36565 3.60336 -2.62028
H -5.78742 0.97015 -1.62607
H -6.77277 1.18575 -0.18874
H -4.77055 2.87183 -0.45473
H -6.30596 3.64998 -0.43069
Cl 6.14241 -2.76957 -2.36254
C 4.35353 -3.02733 -2.49075
C 3.90020 -4.35969 -1.88209
Cl 4.17271 -5.80702 -2.87021
H 4.16525 -2.81432 -3.54301
H 3.81645 -2.15712 -2.11343
H 2.81764 -4.36853 -1.75526
H 4.37283 -4.42786 -0.90225
Cl -0.76736 1.38306 6.24914
C -0.17670 1.77035 7.90986
C -1.36266 1.47106 8.79143
Cl -0.96131 2.18871 10.34491
H 0.16125 2.80647 7.89072
H 0.76734 1.35596 8.26362
H -1.45550 0.38796 8.87129
H -2.30756 1.93427 8.50732
Cl 0.05690 -5.11229 -5.90777
C -0.56063 -6.22809 -4.71685
C -2.05156 -6.45691 -4.88197
Cl -2.41179 -7.62001 -6.20766
H -0.39499 -5.82910 -3.71612
H 0.06081 -7.12353 -4.70781
H -2.76327 -5.63569 -4.96668
H -2.42685 -6.91799 -3.96837
Cl 5.35718 -0.49284 4.39172
C 5.52184 0.62299 3.08357
C 4.81925 0.02888 1.88256
Cl 5.00118 1.18801 0.52845
H 6.59393 0.78819 2.97670
H 5.08092 1.54583 3.46047
H 3.77334 0.07300 2.18625
H 5.05449 -1.01033 1.65277
C -1.19868 5.58180 2.69078
C -2.25564 4.62854 2.90912
N -3.09449 3.84357 3.00368
H -0.98536 6.19492 3.56637
H -1.45870 6.21436 1.84204
H -0.28889 5.06329 2.38822
C -0.83122 0.19177 0.51720
C -0.61747 -1.03402 -0.27154
N -0.44038 -1.99406 -0.82519
H -0.30655 0.16845 1.47233
H -1.90156 0.24062 0.71744
H -0.62674 1.11830 -0.01930
*
```

From a natural (NBO) analysis of the wavefunction, the atomic charges in e read:
1. Cl -0.06
2. C -0.39
3. C -0.37
4. Cl -0.09
5. H 0.22
6. H 0.22
7. H 0.22
8. H 0.23
9. Cl -0.08
10. C -0.37
11. C -0.41
12. Cl -0.04
13. H 0.21
14. H 0.23
15. H 0.23
16. H 0.22
17. Cl -0.08
18. C -0.39
19. C -0.40
20. Cl -0.05
21. H 0.23
22. H 0.23
23. H 0.23
24. H 0.22
25. Cl -0.07
26. C -0.38
27. C -0.40
28. Cl -0.06
29. H 0.22
30. H 0.23
31. H 0.22
32. H 0.23
33. Cl -0.04
34. C -0.42
35. C -0.38
36. Cl -0.07
37. H 0.22
38. H 0.23
39. H 0.24
40. H 0.22
41. Cl -0.04
42. C -0.41
43. C -0.38
44. Cl -0.06
45. H 0.22
46. H 0.22
47. H 0.21
48. H 0.23
49. C -0.73
50. C 0.29
51. N -0.34
52. H 0.26
53. H 0.26
54. H 0.25
55. C -0.72
56. C 0.29
57. N -0.34
58. H 0.26
59. H 0.26
60. H 0.25

[2]
Molecular formula: C4H11N2O
Method: DFT, wB97M-V/def2-TZVPD

- E_tot (hartree) = -343.5371
- energy above the lowest of the compared OMol25 structures with the same formula, charge and spin (eV) = 0.735

```
! RIJCOSX wB97M-V def2-TZVPD def2/J DEFGRID3
* xyz 1 1
C 2.14011 -0.32026 -0.39503
N 0.91082 -0.85203 0.28500
C -0.36969 -0.28442 -0.22487
C -1.55178 -1.00120 0.41487
C -0.35496 1.17865 0.22956
N -1.18416 2.00670 -0.41768
O 0.40420 1.50057 1.12284
H 2.49549 0.57286 0.10411
H 2.95355 -1.03619 -0.33121
H 1.92296 -0.08967 -1.42984
H 0.97825 -0.51330 1.25236
H 0.97152 -1.85779 0.15353
H -0.38325 -0.32110 -1.31360
H -2.30128 -1.20109 -0.35705
H -1.33446 -1.95752 0.88788
H -2.04364 -0.37003 1.15533
H -1.48454 2.86717 0.03190
H -1.76915 1.67864 -1.16812
*
```

From a natural (NBO) analysis of the wavefunction, the atomic charges in e read:
1. C -0.43
2. N -0.50
3. C -0.14
4. C -0.65
5. C 0.66
6. N -0.79
7. O -0.61
8. H 0.26
9. H 0.24
10. H 0.23
11. H 0.47
12. H 0.44
13. H 0.24
14. H 0.25
15. H 0.24
16. H 0.25
17. H 0.43
18. H 0.41

[3]
Molecular formula: C17H39InNO32S9
Method: DFT, wB97M-V/def2-TZVPD

- E_tot (hartree) = -6907.1718

```
! RIJCOSX wB97M-V def2-TZVPD def2/J DEFGRID3
* xyz -1 1
N 1.68842 0.44644 6.29468
C 1.26781 1.89201 6.63017
In -0.77034 2.14214 5.57183
S -2.35375 0.39016 6.41213
H 1.05822 0.06530 5.53250
H 2.66377 0.50088 5.87824
H 2.05559 2.66792 6.18096
H 1.17549 2.02666 7.79206
H -1.41747 3.82925 5.74408
H -0.40384 1.80905 3.80887
H -3.19718 0.87572 7.42750
C 5.54091 3.65229 7.25926
C 6.26661 4.27141 6.06771
O 6.36443 3.22421 5.10513
S 5.06247 2.25183 5.24589
O 4.09196 2.65035 4.25069
O 5.52267 0.89091 5.39588
O 4.55249 2.79039 6.69771
H 6.22175 3.04258 7.86198
H 5.07133 4.40793 7.89469
H 7.25838 4.64559 6.33260
H 5.67803 5.08236 5.62581
C 1.67981 1.80784 1.03420
C 2.99616 2.43537 1.48492
O 3.90728 2.20136 0.41353
S 3.08316 2.20881 -0.99402
O 3.21327 3.52168 -1.58612
O 3.38633 0.99001 -1.70747
O 1.58544 2.08194 -0.36264
H 1.69500 0.72135 1.16783
H 0.82005 2.22677 1.56391
H 3.37081 1.99627 2.41260
H 2.89374 3.51844 1.61062
C -5.71008 1.44657 2.59263
C -5.71393 0.88528 1.17325
O -4.34409 0.85856 0.77879
S -3.41940 0.58191 2.09365
O -3.10882 -0.82973 2.13794
O -2.41015 1.61261 2.16757
O -4.55731 0.88777 3.22037
H -5.59971 2.53575 2.58545
H -6.61382 1.17689 3.14564
H -6.30156 1.49735 0.48489
H -6.09008 -0.14311 1.15717
C 2.69773 -2.85301 -2.34429
C 2.92383 -2.30746 -0.93682
O 2.04652 -3.05797 -0.10027
S 1.89109 -4.56270 -0.71024
O 2.80310 -5.43313 -0.00192
O 0.48386 -4.85173 -0.86048
O 2.51898 -4.25925 -2.18386
H 1.78366 -2.44150 -2.78437
H 3.54322 -2.64925 -3.00678
H 2.70598 -1.23926 -0.86417
H 3.95006 -2.49288 -0.60245
C -1.95540 -0.43295 -5.00549
C -0.96646 -1.11085 -5.95004
O 0.26383 -0.41457 -5.76470
S 0.35656 0.09479 -4.21797
O 1.14768 -0.86077 -3.47490
O 0.63197 1.51273 -4.21959
O -1.21034 -0.12927 -3.82741
H -2.32259 0.50780 -5.42821
H -2.80426 -1.07824 -4.76403
H -1.28524 -1.05935 -6.99383
H -0.80772 -2.15747 -5.66949
C 2.72428 -9.06934 0.82262
C 3.44997 -8.45022 -0.36892
O 3.54779 -9.49743 -1.33151
S 2.24584 -10.46980 -1.19074
O 1.27533 -10.07128 -2.18594
O 2.70604 -11.83073 -1.04076
O 1.73585 -9.93124 0.26107
H 3.40511 -9.67905 1.42534
H 2.25469 -8.31371 1.45806
H 4.44174 -8.07605 -0.10404
H 2.86140 -7.63928 -0.81082
C -4.17969 -0.38842 -11.05676
C -3.20590 -1.53398 -10.79379
O -2.79663 -1.37201 -9.43768
S -4.02909 -0.72738 -8.58567
O -4.72729 -1.80330 -7.91780
O -3.54323 0.44426 -7.89458
O -4.93288 -0.24465 -9.85375
H -3.64504 0.54958 -11.23803
H -4.84385 -0.59650 -11.89989
H -2.34247 -1.50857 -11.46283
H -3.70590 -2.50432 -10.88201
C -3.01098 5.73843 1.92154
C -4.05630 6.16916 0.89611
O -5.31457 5.91506 1.51656
S -5.16467 6.13066 3.12637
O -5.62885 7.46179 3.44849
O -5.65002 4.94491 3.79333
O -3.53556 6.13130 3.18868
H -2.88830 4.65055 1.92616
H -2.04140 6.21236 1.74670
H -3.97087 5.61707 -0.04287
H -3.99045 7.24341 0.69364
*
```

From a Löwdin analysis of the wavefunction, the atomic charges in e read:
1. N -0.15
2. C -0.44
3. In 0.17
4. S 0.05
5. H 0.01
6. H 0.02
7. H 0.02
8. H 0.02
9. H -0.14
10. H -0.09
11. H -0.27
12. C -0.17
13. C -0.18
14. O -0.20
15. S 0.68
16. O -0.24
17. O -0.23
18. O -0.20
19. H 0.13
20. H 0.14
21. H 0.13
22. H 0.13
23. C -0.16
24. C -0.17
25. O -0.20
26. S 0.67
27. O -0.24
28. O -0.26
29. O -0.20
30. H 0.13
31. H 0.11
32. H 0.10
33. H 0.14
34. C -0.17
35. C -0.18
36. O -0.21
37. S 0.65
38. O -0.23
39. O -0.29
40. O -0.19
41. H 0.11
42. H 0.14
43. H 0.13
44. H 0.13
45. C -0.18
46. C -0.16
47. O -0.18
48. S 0.68
49. O -0.26
50. O -0.23
51. O -0.20
52. H 0.08
53. H 0.14
54. H 0.11
55. H 0.13
56. C -0.17
57. C -0.17
58. O -0.19
59. S 0.71
60. O -0.25
61. O -0.22
62. O -0.18
63. H 0.12
64. H 0.14
65. H 0.12
66. H 0.14
67. C -0.17
68. C -0.18
69. O -0.20
70. S 0.68
71. O -0.24
72. O -0.25
73. O -0.19
74. H 0.13
75. H 0.14
76. H 0.14
77. H 0.11
78. C -0.17
79. C -0.17
80. O -0.20
81. S 0.67
82. O -0.23
83. O -0.23
84. O -0.19
85. H 0.13
86. H 0.14
87. H 0.14
88. H 0.13
89. C -0.16
90. C -0.18
91. O -0.21
92. S 0.67
93. O -0.24
94. O -0.23
95. O -0.19
96. H 0.13
97. H 0.14
98. H 0.14
99. H 0.13

[4]
Molecular formula: C40H73BF3MnN6O4Si
Method: DFT, wB97M-V/def2-TZVPD

- expectation value of S² = 0.755
- E_tot (hartree) = -3962.4319
- energy above the lowest of the compared OMol25 structures with the same formula, charge and spin (eV) = 0.534

```
! RIJCOSX wB97M-V def2-TZVPD def2/J DEFGRID3
* xyz 1 2
Mn -0.22774 -0.26495 0.10291
C 2.86030 -0.46916 1.85841
C 2.19110 0.44456 2.86235
C 2.65164 1.89615 2.64754
C 0.69491 0.36486 3.01966
C 0.03065 0.77725 4.17592
C -1.32075 0.70387 3.88354
C -2.42312 1.16109 4.80090
C -3.43990 0.07698 5.17484
C -3.09877 2.43036 4.26437
N -1.42950 0.23624 2.62670
N -0.19786 0.01194 2.09389
B -2.70088 0.09715 1.73138
N -2.74419 -1.30271 1.10158
N -1.76302 -1.72738 0.25416
C -2.15378 -2.91314 -0.22300
C -3.38516 -3.25961 0.34108
C -3.72619 -2.22034 1.18403
C -4.89677 -2.16818 2.12517
C -4.58001 -3.01536 3.36542
C -6.17845 -2.65011 1.44258
C -1.40392 -3.75852 -1.21091
C -2.10208 -3.73099 -2.57503
C -1.31091 -5.21022 -0.71130
N -2.63277 1.20952 0.63338
N -1.39643 1.54076 0.15431
C -1.49322 2.72898 -0.43103
C -2.81619 3.16900 -0.35325
C -3.51770 2.17862 0.31239
C -5.02491 2.19135 0.41730
C -5.59633 1.80073 -0.95816
C -5.70025 1.35121 1.49591
C -0.36334 3.47309 -1.09181
C 1.02024 3.00800 -0.62279
C -0.51847 3.41385 -2.62279
H 3.93639 -0.35605 1.98296
H 2.67082 0.77393 0.27794
H 2.59232 -1.50308 2.01706
H 2.60104 0.10562 3.81650
H 2.40333 2.24945 1.64454
H 3.73128 1.98405 2.79448
H 2.14992 2.55494 3.35310
H 0.47626 1.10865 5.10251
H -1.90898 1.43724 5.72288
H -4.09082 -0.17916 4.33820
H -4.06898 0.43710 5.99177
H -2.93641 -0.83186 5.51192
H -3.59566 2.24221 3.31205
H -2.36367 3.22309 4.10992
H -3.84324 2.78749 4.97973
H -3.65819 0.25652 2.40391
H -3.94789 -4.16056 0.14795
H -5.05017 -1.14280 2.45510
H -4.40886 -4.05598 3.08240
H -5.41251 -2.98174 4.07256
H -3.68472 -2.64440 3.86985
H -6.09598 -3.69917 1.15097
H -6.39010 -2.06432 0.54559
H -7.02409 -2.55471 2.12621
H -0.40446 -3.35002 -1.33266
H -3.12340 -4.10795 -2.48547
H -1.56434 -4.36615 -3.28490
H -2.14181 -2.72020 -2.98205
H -2.26226 -5.72490 -0.85768
H -1.07617 -5.25910 0.35320
H -0.54772 -5.75895 -1.26915
H -3.21514 4.09574 -0.74187
H -5.28579 3.23596 0.60004
H -5.30810 0.77641 -1.21129
H -5.22224 2.46161 -1.74036
H -6.68729 1.86008 -0.94504
H -5.56736 0.28522 1.30264
H -6.77145 1.56037 1.47444
H -5.33829 1.58155 2.49916
H -0.47339 4.51589 -0.79079
H 1.02755 1.92739 -0.46914
H 1.28633 3.49516 0.31617
H 1.78182 3.25033 -1.36611
H -0.65085 2.38664 -2.96046
H 0.35890 3.83650 -3.11754
H -1.39307 3.98556 -2.93776
C 6.33877 1.14170 1.69814
C 6.45185 0.16637 0.53846
C 7.37323 0.72927 -0.53053
C 6.92039 -1.20048 1.00669
O 5.09463 0.05972 -0.00763
Si 4.08740 -1.00180 -0.62286
O 2.55928 -0.18533 0.42884
O 4.13410 -2.41273 0.09378
C 3.52562 -3.72876 -0.10034
C 4.11771 -4.61082 0.98565
C 2.01266 -3.63204 0.04262
C 3.90124 -4.23568 -1.48743
O 3.61188 -0.93346 -2.12005
C 4.11677 -0.36359 -3.39087
C 4.35719 1.12801 -3.20759
C 5.39149 -1.10881 -3.74328
C 3.04711 -0.62753 -4.43361
H 7.32647 1.32996 2.11910
H 5.70174 0.73963 2.48994
H 5.92243 2.09005 1.35233
H 8.35108 0.93581 -0.09512
H 6.96836 1.65778 -0.93592
H 7.51137 0.01832 -1.34284
H 7.92678 -1.11965 1.41657
H 6.94479 -1.90701 0.17165
H 6.25863 -1.60032 1.77755
H 3.92264 -4.18963 1.97386
H 5.19707 -4.70761 0.85332
H 3.66446 -5.60238 0.93450
H 1.69439 -3.58435 1.08496
H 1.56569 -4.51917 -0.39676
H 1.62063 -2.76391 -0.49228
H 4.98462 -4.19527 -1.62476
H 3.41863 -3.63069 -2.26044
H 3.57756 -5.27109 -1.59932
H 4.99453 1.31313 -2.33794
H 3.40752 1.64789 -3.07228
H 4.85539 1.53336 -4.08988
H 6.17694 -0.90606 -3.01559
H 5.74075 -0.78320 -4.72313
H 5.20989 -2.18471 -3.77899
H 2.07515 -0.31386 -4.06408
H 3.00471 -1.68918 -4.69029
H 3.27507 -0.05961 -5.33742
F 0.09705 -1.52914 -2.49158
C -0.12494 -0.33687 -1.83595
F -1.12516 0.23257 -2.56212
F 1.03644 0.45019 -2.17245
*
```

Löwdin population analysis, charges in e, atoms 1 to 99:
1. Mn 0.75
2. C -0.11
3. C -0.26
4. C -0.01
5. C -0.24
6. C 0.04
7. C -0.18
8. C -0.34
9. C -0.05
10. C -0.04
11. N 0.07
12. N 0.03
13. B -0.48
14. N 0.06
15. N 0.08
16. C -0.23
17. C 0.04
18. C -0.18
19. C -0.37
20. C -0.05
21. C -0.05
22. C -0.37
23. C -0.05
24. C -0.07
25. N 0.08
26. N 0.06
27. C -0.24
28. C 0.04
29. C -0.18
30. C -0.33
31. C -0.05
32. C -0.06
33. C -0.33
34. C -0.06
35. C -0.05
36. H 0.10
37. H 0.11
38. H 0.13
39. H 0.16
40. H 0.06
41. H 0.08
42. H 0.10
43. H 0.12
44. H 0.13
45. H 0.05
46. H 0.09
47. H 0.09
48. H 0.05
49. H 0.09
50. H 0.09
51. H 0.08
52. H 0.12
53. H 0.08
54. H 0.09
55. H 0.09
56. H 0.07
57. H 0.08
58. H 0.08
59. H 0.09
60. H 0.09
61. H 0.08
62. H 0.09
63. H 0.08
64. H 0.08
65. H 0.08
66. H 0.08
67. H 0.13
68. H 0.14
69. H 0.09
70. H 0.08
71. H 0.08
72. H 0.06
73. H 0.09
74. H 0.07
75. H 0.14
76. H 0.02
77. H 0.08
78. H 0.08
79. H 0.06
80. H 0.08
81. H 0.08
82. C -0.02
83. C -0.59
84. C -0.01
85. C -0.02
86. O -0.09
87. Si 0.30
88. O -0.05
89. O -0.08
90. C -0.59
91. C -0.01
92. C -0.01
93. C -0.01
94. O -0.06
95. C -0.58
96. C -0.01
97. C -0.01
98. C -0.01
99. H 0.10